(1)
92
Properties=species:S:1:pos:R:3:mulliken_charge:R:1 method="wB97M-V/def2-TZVPD" multiplicity=1 e_above_lowest_kj_mol=0.0 orbital_gap_ev=7.058
C 6.43856 -0.70490 2.48016 -0.73
C 5.82078 -1.09696 1.36776 -0.04
C 6.41768 -0.80280 -0.00184 0.52
O 7.55309 -1.14053 -0.23534 -0.52
O 5.58564 -0.19474 -0.91374 -0.20
C 5.96678 1.15487 -1.22569 -0.96
C 5.76584 2.13832 -0.05537 -0.27
C 4.30967 2.68408 0.02912 -0.43
C 3.65489 2.25778 1.35989 -0.50
C 2.15052 2.69352 1.45864 -0.95
C 1.31626 1.40598 1.35511 -0.86
C -0.22367 1.61533 1.44774 0.57
C -0.68514 2.64258 0.36626 -2.23
C -2.05316 2.34678 -0.33982 0.78
C -1.83918 2.34035 -1.87416 -2.68
N -2.70414 1.47777 -2.69354 0.06
C -2.05289 1.15583 -3.98862 -1.06
N -2.82370 1.24733 0.29519 0.18
C -4.24034 1.07357 -0.15929 -1.41
C -4.94036 2.30081 -0.75655 0.55
C -5.63888 3.13880 0.35092 -1.42
Cl -6.27545 1.66399 -1.81226 -0.16
C -2.07271 -0.05521 0.50867 1.68
C -1.59859 -0.77412 -0.76841 -1.02
C -0.21424 -0.41316 -1.32867 -1.63
O 0.75294 -1.38770 -0.97277 -0.20
C 1.97355 -1.08769 -1.60703 0.31
C 2.92936 -2.28779 -1.58931 -1.28
C -2.95110 -1.03781 1.37258 -1.68
C -3.83207 -2.03236 0.60202 -0.39
O -4.93048 -1.81317 0.12633 -0.61
C -3.27480 -3.44530 0.51384 0.64
C -2.84548 -4.03144 -0.65051 0.02
C -2.33813 -5.32410 -0.55798 -0.87
C -2.30414 -5.97795 0.65007 -0.36
C -2.74014 -5.39417 1.83639 -0.75
C -3.22345 -4.11285 1.74817 -0.21
C -0.86689 0.19574 1.46394 -0.68
H 6.36162 -1.26246 3.41375 0.28
H 7.02286 0.21844 2.49673 0.25
H 4.87832 -1.65121 1.41368 0.32
H 6.99908 1.16631 -1.60499 0.41
H 5.32399 1.46728 -2.05849 0.39
H 6.11462 1.70473 0.88842 0.06
H 6.42754 2.99058 -0.27903 0.42
H 4.32942 3.78374 0.03887 0.37
H 3.76488 2.29597 -0.84224 0.12
H 4.22259 2.58883 2.23777 0.56
H 3.69011 1.15532 1.36963 0.03
H 1.93298 3.40022 0.64673 0.50
H 2.05226 3.16442 2.44648 0.29
H 1.56221 0.80988 2.24956 0.62
H 1.59434 0.78548 0.49507 -0.34
H -0.36857 2.08455 2.43337 0.78
H 0.12446 2.72699 -0.37160 0.66
H -0.70657 3.62849 0.84964 0.26
H -2.60256 3.27182 -0.11263 1.25
H -0.80866 2.10578 -2.15955 0.87
H -1.97867 3.38257 -2.22744 0.22
H -3.56656 1.92936 -2.96950 0.34
H -2.83293 1.21202 -4.76326 0.45
H -1.67151 0.13069 -4.02197 0.26
H -1.30584 1.90991 -4.27944 0.33
H -2.92754 1.55531 1.27026 0.90
H -4.89855 0.67955 0.62261 0.64
H -4.22963 0.28722 -0.91955 0.56
H -4.35177 2.94962 -1.40350 0.31
H -6.61762 2.66738 0.50905 0.46
H -5.84984 4.15960 0.01813 0.40
H -5.09778 3.09632 1.30541 0.30
H -1.48389 -1.83856 -0.49934 0.21
H -2.38378 -0.77488 -1.53768 1.19
H 0.18333 0.56821 -1.02452 0.11
H -0.27451 -0.42597 -2.43161 0.71
H 1.83383 -0.79286 -2.66687 0.21
H 2.51010 -0.24006 -1.13520 -0.10
H 2.40154 -3.15985 -1.98924 0.38
H 3.38717 -2.45537 -0.61097 0.09
H 3.75346 -2.04393 -2.27762 0.42
H -3.61171 -0.41465 2.00676 0.49
H -2.32185 -1.62781 2.05136 0.91
H -2.90790 -3.45245 -1.56985 0.43
H -1.97607 -5.78740 -1.47418 0.40
H -1.91987 -6.99769 0.66402 0.36
H -2.69371 -5.93132 2.77781 0.42
H -3.58299 -3.63573 2.65927 0.26
H -0.08022 -0.55461 1.29212 -1.34
H -1.18146 0.01496 2.50186 1.12
N -0.04908 -2.81971 2.19191 1.17
O -0.69050 -3.03393 3.24311 -0.71
O 0.97869 -2.10517 2.22381 -0.75
O -0.44361 -3.30456 1.11120 -0.43

(2)
85
Properties=species:S:1:pos:R:3:mulliken_charge:R:1 method="wB97M-V/def2-TZVPD" multiplicity=1 orbital_gap_ev=4.185
Pb 1.83098 2.15675 2.88325 0.66
P 0.18374 0.54489 -1.08972 0.67
Cl -0.58842 2.84601 2.29927 -0.49
C -0.55745 -0.63023 0.11979 -1.34
H 0.36764 -0.91233 0.61895 -0.04
H -1.21644 -0.13448 0.81391 0.55
C 2.03081 0.78516 -1.25094 0.60
C -0.52444 2.25092 -1.19654 0.99
C 2.53064 0.94044 -2.70336 -0.88
H 2.24754 1.74330 -0.73354 0.76
C 4.02944 1.29679 -2.76668 -0.95
H 2.37357 0.00085 -3.25554 0.30
H 1.97026 1.71493 -3.24596 0.17
C 4.90241 0.32307 -1.96621 -0.76
H 4.35360 1.30694 -3.81880 0.38
H 4.16961 2.31826 -2.38036 0.38
C 4.34729 0.00489 -0.56166 -0.92
H 5.00486 -0.61199 -2.53574 0.32
H 5.91154 0.74381 -1.87221 0.39
C 2.84297 -0.31827 -0.55225 -0.48
H 4.90964 -0.84065 -0.14000 0.44
H 4.54300 0.86993 0.09110 0.32
H 2.67896 -1.27100 -1.07961 0.21
H 2.49641 -0.48778 0.47940 0.24
C -0.41761 -0.52045 -2.41549 -0.23
C -2.05598 2.16385 -1.30986 -0.54
H -0.29552 2.66651 -0.19605 -0.30
C -2.71193 3.55348 -1.24280 -0.86
H -2.34133 1.67129 -2.25281 0.22
H -2.45784 1.54641 -0.49494 0.19
C -2.12770 4.54300 -2.25910 -0.69
H -3.79207 3.44554 -1.40560 0.42
H -2.56827 3.95184 -0.22787 0.28
C -0.59485 4.60316 -2.22059 -0.98
H -2.45871 4.26315 -3.26885 0.31
H -2.52992 5.54326 -2.05881 0.36
C 0.07810 3.21563 -2.24234 -0.58
H -0.22546 5.20256 -3.06610 0.40
H -0.28373 5.12490 -1.30325 0.38
H -0.01969 2.80121 -3.25892 0.19
H 1.15531 3.36269 -2.07451 0.24
C 0.30908 -1.87108 -2.36914 0.12
H -1.45200 -0.70121 -2.08204 0.70
C -0.42287 -2.87123 -3.26430 -0.78
H 1.35740 -1.76658 -2.69056 0.37
H 0.32702 -2.25108 -1.33981 -1.01
C -0.59366 -2.30752 -4.68935 -0.75
H 0.13393 -3.82018 -3.29982 0.41
H -1.41448 -3.08269 -2.83042 0.38
C -1.20928 -0.89668 -4.73506 -0.90
H 0.39500 -2.27639 -5.17291 0.32
H -1.21946 -2.98956 -5.27663 0.43
C -0.48398 0.08807 -3.79948 -0.45
H -1.18072 -0.50279 -5.76224 0.41
H -2.26574 -0.94921 -4.42100 0.37
H 0.52439 0.30608 -4.17908 0.17
H -1.03209 1.04078 -3.78088 0.11
C 0.06346 -3.20218 1.24007 -0.41
C -1.11242 -2.49342 1.06043 0.58
H 0.79289 -3.29248 0.43599 0.26
C -2.22646 -2.57349 2.04600 -0.72
H -1.37722 -1.91246 0.08128 -0.05
C -1.74000 -2.87628 3.46512 0.26
H -2.87290 -1.68188 2.04219 0.28
H -2.83264 -3.42621 1.69844 0.26
C -0.71651 -4.03265 3.49353 -0.89
H -1.26821 -1.98063 3.90398 -0.48
H -2.60231 -3.13864 4.08841 0.37
C 0.47103 -3.77118 2.56081 -0.55
H -0.36046 -4.17350 4.52159 0.35
H -1.20600 -4.97348 3.19631 0.35
H 1.18316 -3.08800 3.05780 0.05
H 1.01480 -4.70345 2.37890 0.36
Se 1.24323 -0.24804 4.20718 -0.09
C -0.16190 0.13365 5.42261 -0.04
C -1.35702 0.76400 5.00867 0.21
C -2.41558 0.98845 5.89536 -0.86
C -2.29636 0.61733 7.23708 -0.34
C -1.11971 0.01204 7.68877 -0.56
C -0.05900 -0.22385 6.79883 -0.33
H -1.40974 1.09744 3.96863 0.29
H -3.33074 1.45301 5.53533 0.39
H -3.11779 0.79510 7.93054 0.36
H -1.01012 -0.29182 8.73185 0.35
H 0.86100 -0.70439 7.13840 0.35

(3)
87
Properties=species:S:1:pos:R:3:mulliken_spin:R:1 method="wB97M-V/def2-TZVPD" multiplicity=2 charge=-2 e_above_lowest_kj_mol=0.0 s_squared=0.754 orbital_gap_ev="4.436 / 5.135"
Hg -0.02537 -0.77131 1.17015 0.00
O -0.89965 -0.67267 -0.86954 -0.13
P -0.32691 -0.78639 -2.32166 0.10
C 1.44412 -0.19102 -2.18050 -0.01
C 1.70477 1.06658 -1.32450 0.00
C 1.86153 2.36666 -2.11555 0.01
C 2.83348 2.20140 -3.27852 0.00
C 2.31839 1.11985 -4.22106 0.00
C 2.24508 -0.22187 -3.49448 0.03
C -1.27640 0.78260 -3.14317 0.32
C -2.57401 0.22344 -3.73686 -0.09
C -3.57601 -0.20257 -2.65510 0.02
C -3.68490 0.83013 -1.51441 0.01
C -3.06344 2.16001 -1.92753 0.05
C -1.56680 1.96503 -2.18663 -0.09
C 0.23561 -2.73290 -2.70319 0.43
C -0.99650 -3.61630 -2.48940 0.07
C -1.18003 -4.01876 -1.02779 0.02
C 0.06428 -4.71075 -0.48240 0.00
C 1.28940 -3.81481 -0.64327 0.01
C 1.47304 -3.41191 -2.10354 0.03
H 1.81629 -1.02177 -1.57599 -0.02
H 2.62324 0.91530 -0.74615 0.00
H 0.90681 1.17125 -0.58830 0.01
H 2.20467 3.15423 -1.43915 0.00
H 0.89726 2.68106 -2.51542 0.00
H 3.81621 1.90107 -2.89242 0.00
H 2.96667 3.14865 -3.81075 0.00
H 2.96777 1.02737 -5.09790 0.00
H 1.32730 1.40760 -4.58281 0.01
H 3.27655 -0.52663 -3.27217 0.00
H 1.82845 -0.98483 -4.15847 0.00
H -0.62435 1.07033 -3.97273 0.22
H -2.33140 -0.65022 -4.35265 0.01
H -3.03620 0.96138 -4.40485 -0.01
H -3.24182 -1.15263 -2.23217 -0.01
H -4.55377 -0.37586 -3.11595 0.00
H -3.13483 0.45268 -0.65068 0.00
H -4.72686 0.96483 -1.20979 0.00
H -3.21012 2.91530 -1.14960 0.00
H -3.55904 2.53312 -2.83224 -0.01
H -1.09614 1.77516 -1.21772 0.02
H -1.14655 2.89740 -2.57591 0.02
H 0.39007 -2.64251 -3.78494 0.06
H -0.91184 -4.52701 -3.10304 0.00
H -1.88845 -3.07984 -2.83700 -0.03
H -2.05158 -4.66994 -0.91882 0.00
H -1.37064 -3.12109 -0.43807 0.00
H 0.23927 -5.64755 -1.03118 0.00
H -0.08451 -4.96175 0.56816 0.00
H 2.18596 -4.32973 -0.28357 -0.01
H 1.16570 -2.92391 -0.01817 -0.01
H 1.67283 -4.33468 -2.67678 -0.01
H 2.36336 -2.78734 -2.22623 0.02
S -2.78455 -4.68035 2.81866 0.00
C -1.62244 -3.60611 2.33256 0.00
N -0.77729 -2.87559 1.99399 0.00
C 3.41107 -0.38969 3.85710 0.00
C 3.10490 1.08868 4.11573 0.00
C 3.62038 1.95189 2.95849 0.00
C 1.63621 1.34194 4.41746 0.00
C 1.33234 1.90802 5.64276 0.00
C 0.02832 2.19564 6.03291 0.00
C -0.98407 1.92428 5.12116 0.00
C -0.74627 1.38467 3.86477 0.00
C -1.89995 1.25916 2.89150 0.00
C -1.81128 2.36836 1.83830 0.00
C -3.28781 1.23444 3.52630 0.00
C 0.59898 1.04476 3.44896 0.00
N 1.01672 0.60945 2.24288 0.00
H 4.48620 -0.53965 3.70195 0.00
H 2.86986 -0.71885 2.97116 0.00
H 3.09345 -1.00521 4.70253 0.00
H 3.65324 1.38603 5.01824 0.00
H 3.06050 1.70820 2.05524 0.00
H 4.68815 1.77104 2.78453 0.00
H 3.47967 3.01440 3.17703 0.00
H 2.15126 2.11228 6.33055 0.00
H -0.19073 2.61911 7.00631 0.00
H -2.00416 2.16315 5.40252 0.00
H -1.81053 0.30547 2.36026 0.00
H -1.93935 3.34295 2.32060 0.00
H -2.58012 2.25318 1.06889 0.00
H -0.83127 2.34507 1.35734 0.00
H -3.55674 2.20538 3.95344 0.00
H -3.35128 0.48152 4.31409 0.00
H -4.03340 0.99251 2.76421 0.00